No. 1
Molecular formula: C7H7N
Method: DFT, ωB97M-V/def2-TZVPD

Last columns: bonded neighbours and bond lengths (Å).
Geometry (Å):
1 C -1.311 -0.416 -0.948  C3 1.403, H5 1.055, C12 1.469
2 H -1.324 1.589 1.713  C14 1.096
3 C -1.307 0.791 -0.232  C1 1.403, H8 1.121, C14 1.307
4 H 2.591 0.896 0.198  C7 1.105
5 H -2.036 -0.572 -1.699  C1 1.055
6 H 2.556 -1.216 -0.702  C13 1.115
7 C 1.603 0.406 0.263  H4 1.105, C10 1.471, C13 1.419
8 H -1.918 1.614 -0.685  C3 1.121
9 N 0.624 -1.868 -0.213  C12 1.312, C13 1.352
10 C 0.588 1.090 1.080  C7 1.471, C14 1.390, H15 1.094
11 H -1.176 -2.560 -0.660  C12 1.064
12 C -0.606 -1.663 -0.621  C1 1.469, N9 1.312, H11 1.064
13 C 1.576 -0.910 -0.269  H6 1.115, C7 1.419, N9 1.352
14 C -0.793 1.008 0.950  H2 1.096, C3 1.307, C10 1.390
15 H 0.932 1.812 1.826  C10 1.094

Output
LUMO energy ... -0.549 eV
Structure (SMILES) ... C1=C\C=C/N=C\C=C/1

Just the Löwdin charges please, in e? Sure, here they are: atom 1 (C): -0.04, atom 2 (H): 0.12, atom 3 (C): -0.14, atom 4 (H): 0.09, atom 5 (H): 0.07, atom 6 (H): 0.11, atom 7 (C): -0.08, atom 8 (H): 0.14, atom 9 (N): 0.04, atom 10 (C): -0.06, atom 11 (H): 0.09, atom 12 (C): -0.11, atom 13 (C): -0.17, atom 14 (C): -0.16, atom 15 (H): 0.10



No. 2
Molecular formula: C7H7N2O4
Method: DFT, ωB97M-V/def2-TZVPD

Last columns: bonded neighbours and bond lengths (Å).
Geometry (Å):
1 C -1.024 -2.254 0.858  N3 1.281, H8 1.156, C15 1.392
2 O 2.568 0.323 -0.014  C9 1.150
3 N -0.871 -1.677 1.991  C1 1.281, C17 1.318
4 H -0.030 0.037 2.934  C17 1.088
5 O 0.565 2.378 1.612  N13 1.238
6 H 1.066 -0.769 1.793  C17 1.169
7 H -1.063 1.667 -1.728  C18 1.176
8 H -1.449 -3.310 0.652  C1 1.156
9 C 2.590 1.200 -0.758  O2 1.150, O10 1.708, O14 1.199
10 O 1.158 2.110 -0.568  C9 1.708, N13 1.355
11 C -0.175 0.631 0.414  N13 1.304, C19 1.359
12 H -1.187 -2.196 -1.183  C15 1.049
13 N 0.515 1.727 0.561  O5 1.238, O10 1.355, C11 1.304
14 O 3.265 1.686 -1.621  C9 1.199
15 C -0.874 -1.615 -0.369  C1 1.392, H12 1.049, C19 1.418
16 H -0.823 -0.045 -2.569  C18 1.087
17 C -0.060 -0.642 2.084  N3 1.318, H4 1.088, H6 1.169
18 C -1.236 0.504 -1.727  H7 1.176, H16 1.087, C19 1.531, H20 1.096
19 C -0.606 -0.233 -0.543  C11 1.359, C15 1.418, C18 1.531
20 H -2.328 0.476 -1.818  C18 1.096

Output
Total charge ... -1
LUMO energy (alpha / beta) ... 3.190 / 3.192 eV
Structure (SMILES) ... C=N/C=C\C(C)=C=[N+]([O-])OC(=O)[O-]

Just the Löwdin charges please, in e? Sure, here they are: atom 1 (C): -0.23, atom 2 (O): 0.11, atom 3 (N): -0.03, atom 4 (H): 0.07, atom 5 (O): -0.02, atom 6 (H): 0.13, atom 7 (H): 0.12, atom 8 (H): 0.12, atom 9 (C): -0.68, atom 10 (O): -0.04, atom 11 (C): -0.04, atom 12 (H): 0.07, atom 13 (N): -0.34, atom 14 (O): 0.05, atom 15 (C): -0.07, atom 16 (H): 0.07, atom 17 (C): -0.08, atom 18 (C): -0.05, atom 19 (C): -0.23, atom 20 (H): 0.06



No. 3
Molecular formula: C7H7N3O
Method: DFT, ωB97M-V/def2-TZVPD

Last columns: bonded neighbours and bond lengths (Å).
Geometry (Å):
1 C -1.958 -0.660 -1.240  H2 1.064, C3 1.437, C4 1.320
2 H -2.830 -0.824 -1.828  C1 1.064
3 C -0.777 -1.472 -1.342  C1 1.437, C7 1.338, H11 1.086
4 C -2.052 0.207 -0.249  C1 1.320, H13 1.201, C14 1.499
5 N 1.633 2.805 1.851  C6 1.447, H15 1.135, H18 1.044
6 C 0.884 1.667 1.364  N5 1.447, N9 1.374, O17 1.516
7 C 0.306 -1.329 -0.570  C3 1.338, C12 1.474, N16 1.467
8 H 1.198 -2.878 -1.754  N16 1.187
9 N -0.471 1.519 1.543  C6 1.374, C14 1.436
10 H 1.670 -2.570 0.354  no bonds
11 H -0.905 -2.326 -2.001  C3 1.086
12 C 0.335 -0.136 0.296  C7 1.474, C14 1.427, O17 1.448
13 H -2.989 0.955 -0.328  C4 1.201
14 C -0.905 0.455 0.682  C4 1.499, N9 1.436, C12 1.427
15 H 1.201 3.823 1.598  N5 1.135
16 N 1.522 -2.044 -0.973  C7 1.467, H8 1.187
17 O 1.574 0.478 0.724  C6 1.516, C12 1.448
18 H 2.562 2.330 1.872  N5 1.044

Output
LUMO energy ... 0.407 eV

Just the Löwdin charges please, in e? Sure, here they are: atom 1 (C): -0.13, atom 2 (H): 0.09, atom 3 (C): -0.09, atom 4 (C): -0.06, atom 5 (N): 0.08, atom 6 (C): -0.30, atom 7 (C): -0.36, atom 8 (H): 0.14, atom 9 (N): 0.11, atom 10 (H): 0.24, atom 11 (H): 0.10, atom 12 (C): -0.15, atom 13 (H): 0.15, atom 14 (C): -0.16, atom 15 (H): 0.18, atom 16 (N): 0.01, atom 17 (O): 0.05, atom 18 (H): 0.10



no.,energy (eV)
1,-8858.6629
2,-18538.1378
3,-13884.6686